Formula: C34H32F2N6PPd
Source: the OMol25 dataset
Level of theory: ωB97M-V/def2-TZVPD

Values from the calculation:
HOMO level ... -16.6 eV
LUMO energy ... -11.5 eV

Geometry as ORCA input:
```
! RIJCOSX wB97M-V def2-TZVPD def2/J DEFGRID3
* xyz 3 1
C -3.7046 -0.9734 5.4478
C -5.1089 0.1192 3.7995
C -2.2771 -3.8827 -1.2116
H 3.6644 -3.4063 -0.8036
N 1.8049 -0.9175 0.4520
H 2.9066 3.8436 3.4372
C -3.5623 -3.4834 1.2515
H -4.6588 -5.2583 0.7978
C -3.0342 -0.9061 3.1440
H -1.7166 3.8808 -3.0516
H -4.0434 -3.3282 2.2086
N -3.3197 2.2986 -1.2411
F 0.4703 4.5139 2.8092
C 4.0783 -0.6480 1.1196
C -0.3597 -1.7564 2.5425
H -3.3043 6.2773 -1.5559
C -4.2230 2.9855 -2.2075
P -1.9362 -1.3719 1.8720
C 0.1839 -0.8430 3.4898
H -5.2229 2.9558 -1.7798
C 3.4360 -2.5106 -0.2429
C 2.2098 0.9700 1.7248
H 4.8302 -0.0769 1.6415
C 1.0409 3.3647 2.4809
C -4.8542 -0.2626 5.1156
H 5.4502 -2.1303 0.4126
F 4.1435 1.6578 2.8463
C -3.4876 5.2418 -1.2749
C -3.7660 4.4097 -2.5242
H -0.3085 -2.1620 -1.4801
C -3.2538 -4.7634 -0.7579
C 0.2601 -3.0168 2.3265
N -2.4155 1.4196 -1.6625
H -0.1695 -3.7249 1.6288
C 1.9026 -2.4275 3.9798
H -3.5367 -1.2871 6.4695
H -6.0135 0.6596 3.5560
N -2.2984 1.5815 0.5242
C -2.7740 -1.2896 4.4764
H -4.3994 0.0875 1.7833
H 1.7431 -0.4976 4.9153
H 1.3594 -2.5767 -0.7061
C -1.9379 -2.7943 -0.4331
H -4.3330 5.2442 -0.5798
H -4.6255 4.8538 -3.0308
H -0.7471 2.6933 1.5204
H -2.8278 3.9274 -4.4267
C -2.5752 4.4067 -3.4805
H -1.8967 -1.8631 4.7378
N -1.0167 -1.7744 -0.8652
N -1.8086 1.0171 -0.6114
H -2.5917 4.8996 -0.7466
H -2.2567 5.4255 -3.6964
H 1.8289 -4.3177 2.9335
C -4.2030 -0.1975 2.8098
H 2.7749 -2.7100 4.5580
H -3.8752 3.0310 0.6874
C 2.8885 1.9157 2.4815
C 2.1458 -2.0397 -0.2029
C -2.5408 -2.6224 0.8131
C 0.2657 2.4460 1.7634
Pd -0.1998 -0.2497 0.6518
C 2.3333 3.1199 2.8732
C -3.8993 -4.5643 0.4635
C 1.3212 -1.1842 4.1933
H -3.5368 -5.6030 -1.3798
H -0.3106 0.1018 3.6778
H -1.8178 -4.0282 -2.1823
H -4.2035 2.3610 -3.0970
H -5.5655 -0.0090 5.8914
H -1.5234 -1.0893 -1.4244
C -3.2569 2.3806 0.0895
C 4.4209 -1.7959 0.4282
C 0.8842 1.2749 1.4302
C 1.3698 -3.3452 3.0543
C 2.7567 -0.2274 1.1196
*
```

Here are the Mulliken charges for atoms 1 to 8, given in e: -0.86 -0.89 -0.61 0.52 0.31 0.56 -1.09 0.48


Formula: C34H32FN3O3PPd
Source: the OMol25 dataset
Level of theory: ωB97M-V/def2-TZVPD

Values from the calculation:
HOMO level ... -7.6 eV
LUMO energy ... -3.4 eV

Geometry as ORCA input:
```
! RIJCOSX wB97M-V def2-TZVPD def2/J DEFGRID3
* xyz 1 1
C 0.1902 1.6452 1.2314
H -4.4401 0.6085 1.2230
H -4.2298 -8.2505 0.1844
C -4.0954 -5.7333 0.9422
C 3.6879 0.7112 -2.8023
C 3.6330 3.4129 -2.1334
C -4.1376 -7.1394 -1.5429
N -4.8754 -7.6585 -0.3580
C 4.6999 3.7681 1.1003
H -1.4123 4.3783 0.0821
H 3.2331 5.8664 0.7852
H 5.7611 5.6832 3.6796
H -0.9064 6.7865 0.3260
C 0.0021 -0.8550 0.8928
C 1.1976 6.4747 0.5632
N -3.4023 -5.2557 -0.2363
H -4.2256 0.7781 -1.2386
C -1.9786 0.5496 0.8544
H 4.0039 3.7729 -4.2071
C -0.1095 6.0610 0.3709
O 0.4908 2.0700 2.3432
C 1.9442 4.1789 0.5052
N -2.8034 -0.5372 0.7047
H -2.4630 1.5090 0.9340
C 3.4662 1.0946 -1.4915
C 3.4556 2.4481 -1.1472
H -4.7569 -1.1191 1.1125
H 3.7155 -0.3355 -3.0652
C 4.6792 4.4306 2.3276
H 7.7768 5.7678 2.2618
C -5.3212 -6.5358 0.5111
C -2.2598 -1.7961 0.4931
C -0.2962 -3.2323 0.3433
C -0.8495 -1.9568 0.5770
H 4.0687 1.3836 -4.7984
C -0.6301 0.4245 0.9721
P 3.2069 2.8577 0.6228
C 0.6202 3.7770 0.2984
C 2.2155 5.5399 0.6304
H 7.8347 4.5503 0.1209
C -3.0488 -2.8983 0.2152
H 1.4238 7.5258 0.6664
H -4.1208 -2.8262 0.1455
H -5.7849 0.0733 -0.8020
C -0.3988 4.7131 0.2408
C -2.4919 -4.1830 0.0063
O 1.2765 -1.0048 1.0826
H -4.4773 -0.9563 -1.4078
C -4.2251 -0.2906 0.6398
C 6.9496 4.5157 0.7381
C -4.7101 -0.0889 -0.7960
C 5.8474 3.7919 0.3170
O 0.2860 2.4324 0.1078
H -2.3733 -5.9560 -1.8929
H -3.8307 -7.9720 -2.1764
F -0.5320 -5.5272 -0.1234
H 3.6071 4.4613 -1.8687
H -2.2564 -7.0424 -0.4976
C 3.8521 3.0243 -3.4432
H 0.7726 -3.3590 0.3915
C -1.1158 -4.3078 0.0773
H -4.8040 -6.4807 -2.1012
H 5.8785 3.2486 -0.6160
H 3.7915 4.3766 2.9454
C 5.7826 5.1532 2.7394
Pd 2.1983 0.9001 1.2429
H -3.4515 -6.3605 1.5845
H -5.6734 -8.2313 -0.6477
H -5.8507 -6.9317 1.3784
H -4.4156 -4.8739 1.5313
C -2.9264 -6.3566 -1.0427
C 6.9157 5.2026 1.9406
H 3.3226 0.3297 -0.7071
C 3.8856 1.6787 -3.7764
H -5.9945 -5.9013 -0.0676
*
```

Here are the Mulliken charges for atoms 1 to 8, given in e: 0.02 0.46 0.40 -0.48 -0.74 0.02 -0.99 -0.12